# 1
Here is a 3-piece molecular cluster, C36H77Br2F7N7O10P3S overall from the OMol25 dataset. Energies are from ωB97M-V/def2-TZVPD.

Geometry (Å):
C (-0.6418, 7.7986, 2.2500)
O (-1.8432, 8.2609, 1.5381)
C (-3.0447, 7.4914, 1.9119)
C (-4.2797, 7.6206, 0.7922)
C (-3.7780, 7.0352, -0.6572)
C (-5.0128, 6.3802, -1.5707)
C (-5.7732, 5.1322, -0.8175)
C (-5.8726, 3.7538, -1.7183)
C (-4.3380, 3.2308, -1.9590)
C (-4.0775, 1.6566, -1.5144)
C (-2.9575, 1.4612, -0.3387)
C (-2.9196, -0.1521, 0.1017)
C (-1.4453, -0.6510, 0.6164)
C (-1.0353, -0.1362, 2.1188)
F (-0.3368, 1.1864, 2.2262)
C (-1.3350, -0.8445, 3.3932)
F (-0.3423, -1.2591, 4.4129)
F (-2.7947, -1.1101, 3.6749)
O (-1.6364, 2.0306, -0.6053)
C (-1.1980, 1.8895, -1.9928)
N (-1.1292, 0.4773, -2.5258)
C (0.3835, 2.4510, -2.0275)
O (1.1422, 1.5110, -1.2307)
C (2.5841, 1.5826, -1.3253)
C (3.3063, 2.7435, -0.3755)
C (3.1204, 2.4358, 1.2356)
C (3.8829, 1.0864, 1.7660)
F (4.9357, 0.5595, 0.8685)
Br (2.5484, -0.4400, 1.9887)
C (4.5107, 1.3222, 3.2962)
F (5.9739, 1.5789, 3.2109)
F (3.7592, 2.3243, 4.0887)
Br (4.3248, -0.4916, 4.2062)
P (3.3589, 1.6902, -3.0599)
O (3.2891, 3.2018, -3.6162)
O (2.5812, 0.6457, -4.2176)
O (5.0915, 1.3262, -2.9680)
S (0.2829, 4.2105, -1.3903)
C (0.4606, 4.4001, 0.4634)
O (1.3252, 5.0596, -2.2181)
O (-1.1121, 4.8540, -1.7556)
C (-3.5175, 2.2404, 1.0322)
C (-2.7313, 3.6432, 1.3498)
F (-4.9855, 2.4323, 1.0380)
H (0.2191, 7.5908, 1.4511)
H (-0.1988, 8.6022, 2.9985)
H (-0.7772, 6.8103, 2.8639)
H (-2.7297, 6.3667, 1.9933)
H (-3.3917, 7.8438, 2.9909)
H (-5.1538, 6.9516, 1.2188)
H (-4.5878, 8.7454, 0.6916)
H (-3.2288, 7.9279, -1.2256)
H (-2.9319, 6.2440, -0.4300)
H (-5.7258, 7.2378, -1.9284)
H (-4.4757, 5.9606, -2.5497)
H (-5.1992, 4.9259, 0.2076)
H (-6.8976, 5.4707, -0.6163)
H (-6.2977, 4.0673, -2.7708)
H (-6.5727, 2.9253, -1.2271)
H (-3.5869, 3.9866, -1.4307)
H (-4.0921, 3.3282, -3.1230)
H (-5.1549, 1.2365, -1.2172)
H (-3.8140, 1.0873, -2.5304)
H (-3.2432, -0.7325, -0.8899)
H (-3.7948, -0.3344, 0.8681)
H (-0.5558, -0.4049, -0.1032)
H (-1.4975, -1.8411, 0.6775)
H (-1.7629, 2.5453, -2.7793)
H (-1.9131, 0.2733, -3.2161)
H (-0.2637, 0.4305, -3.1439)
H (0.6291, 2.5141, -3.1684)
H (2.9947, 0.5571, -0.8649)
H (3.0532, 3.8386, -0.6949)
H (4.4747, 2.6126, -0.5859)
H (3.4573, 3.4348, 1.7922)
H (1.9614, 2.2770, 1.4736)
H (2.0900, 1.2509, -4.8543)
H (5.5896, 2.0958, -3.4172)
H (1.5469, 4.7004, 0.8070)
H (-0.3325, 5.1976, 0.8513)
H (0.1378, 3.3746, 0.9461)
H (-3.2782, 1.5141, 1.9492)
H (-2.4618, 4.2888, 0.4119)
H (-3.4242, 4.2917, 2.0711)
H (-1.7712, 3.3786, 1.9994)
O (-1.4110, -3.2647, -5.0736)
P (0.0231, -3.1940, -5.6532)
N (-0.4542, -3.9988, -7.0605)
C (0.0651, -5.1880, -7.6939)
C (-1.0443, -3.1251, -8.0733)
N (0.6439, -4.2086, -4.4135)
C (0.3972, -5.6450, -4.4006)
C (0.3629, -3.6976, -3.0622)
N (1.6718, -3.1129, -6.3194)
C (2.7108, -4.1329, -6.1989)
C (2.2648, -1.8162, -5.9644)
H (0.9463, -4.9787, -8.3088)
H (-0.6886, -5.6386, -8.3521)
H (0.3063, -5.9775, -6.9887)
H (-0.2674, -2.6214, -8.6582)
H (-1.6698, -2.3553, -7.6106)
H (-1.6978, -3.6774, -8.7604)
H (-0.6588, -5.8792, -4.5683)
H (0.6986, -6.0997, -3.4505)
H (1.0070, -6.1563, -5.1410)
H (-0.6562, -3.9424, -2.7410)
H (0.4770, -2.6094, -3.0264)
H (1.0635, -4.1179, -2.3330)
H (3.0957, -4.2289, -5.1771)
H (3.5597, -3.8794, -6.8430)
H (2.3822, -5.1149, -6.5371)
H (2.5241, -1.7798, -4.8999)
H (1.5545, -1.0076, -6.1661)
H (3.1625, -1.6070, -6.5556)
O (-0.0160, -5.9279, 5.7903)
P (1.4012, -5.3994, 5.4592)
N (2.1053, -6.8715, 5.8992)
C (3.1620, -7.1735, 6.8357)
C (2.0927, -7.8767, 4.8376)
N (1.3280, -4.2278, 6.7136)
C (1.4664, -4.5950, 8.1172)
C (0.1592, -3.3407, 6.5999)
N (3.0305, -4.7919, 5.0787)
C (3.9678, -4.1704, 6.0112)
C (2.9545, -3.9460, 3.8796)
H (4.1556, -7.0148, 6.4046)
H (3.1115, -8.2226, 7.1538)
H (3.0855, -6.6124, 7.7622)
H (2.9219, -7.7206, 4.1393)
H (1.1595, -7.8330, 4.2675)
H (2.1587, -8.8963, 5.2381)
H (0.8347, -5.4496, 8.3796)
H (1.2055, -3.7640, 8.7816)
H (2.5012, -4.8153, 8.3668)
H (-0.7467, -3.8120, 6.9984)
H (-0.0285, -3.0768, 5.5541)
H (0.3264, -2.4041, 7.1422)
H (3.6421, -3.1779, 6.3430)
H (4.9453, -4.0479, 5.5323)
H (4.1588, -4.7827, 6.8917)
H (2.4777, -2.9849, 4.1050)
H (2.3623, -4.4422, 3.1036)
H (3.9457, -3.7589, 3.4536)

Values from the calculation:
LUMO level, Eh: -0.064
ΔE to the lowest compared entry with this formula, charge and spin, kJ/mol: 1741.5
E, Eh: -9821.98290
2S+1: 1
Maximum force, eV Å⁻¹: 8.69

# 2
Here is a 7-piece molecular cluster, C36H80F6N7O12S6 overall from the OMol25 dataset. Energies are from ωB97M-V/def2-TZVPD.

Geometry (Å):
C (1.4446, 2.7368, 10.8980)
C (0.8813, 4.0784, 10.4950)
C (-0.4383, 4.4619, 11.1250)
N (-1.1484, 5.6722, 10.4447)
C (-2.5366, 5.9827, 11.2809)
C (-3.5693, 7.0299, 10.7446)
C (-3.8655, 6.7087, 9.2862)
C (-2.5183, 6.6584, 8.5080)
C (-1.6302, 5.4962, 8.9987)
C (-0.2193, 6.9127, 10.5665)
H (2.2012, 2.4605, 10.1637)
H (0.8047, 1.8668, 10.7507)
H (2.0424, 2.7507, 11.8094)
H (0.8619, 4.1678, 9.4089)
H (1.5701, 4.8351, 10.8705)
H (-0.3695, 4.7895, 12.1624)
H (-1.2905, 3.7822, 11.1171)
H (-3.0080, 5.0034, 11.3640)
H (-2.3570, 6.2358, 12.3258)
H (-4.4553, 6.8978, 11.3656)
H (-3.2222, 8.0501, 10.9084)
H (-4.2709, 5.7033, 9.3999)
H (-4.6218, 7.3785, 8.8770)
H (-2.7981, 6.4689, 7.4716)
H (-1.9412, 7.5831, 8.5077)
H (-2.0584, 4.4939, 8.9854)
H (-0.7600, 5.5087, 8.3423)
H (0.6868, 6.5887, 10.0544)
H (0.0866, 7.0835, 11.5987)
H (-0.8124, 7.7724, 10.2546)
C (7.5462, 11.0450, 4.7497)
C (5.9869, 10.8931, 4.6370)
C (5.3273, 11.5251, 3.3301)
N (3.7298, 11.3829, 3.3748)
C (3.1634, 12.2008, 4.5624)
C (3.1530, 13.7276, 4.3488)
C (2.7067, 14.1824, 2.9400)
C (3.4540, 13.4427, 1.7698)
C (3.2306, 11.8663, 1.9804)
C (3.3504, 9.9102, 3.6442)
H (7.8694, 12.0475, 5.0298)
H (8.0191, 10.8583, 3.7855)
H (7.9583, 10.4854, 5.5894)
H (5.5376, 11.2508, 5.5634)
H (5.9168, 9.8058, 4.6053)
H (5.5408, 11.0780, 2.3592)
H (5.6302, 12.5718, 3.3015)
H (3.5767, 11.9088, 5.5278)
H (2.1259, 11.8679, 4.5942)
H (4.2336, 13.8694, 4.3620)
H (2.7790, 14.4044, 5.1171)
H (2.8663, 15.2573, 2.8547)
H (1.6404, 14.0218, 2.7805)
H (4.5302, 13.6048, 1.8309)
H (3.0376, 13.8002, 0.8280)
H (3.8612, 11.3829, 1.2342)
H (2.1739, 11.6806, 1.7877)
H (3.7709, 9.1150, 3.0286)
H (2.3018, 9.9647, 3.3517)
H (3.6662, 9.6614, 4.6573)
C (-3.6613, 11.0865, 6.9143)
C (-4.4736, 9.8733, 6.5567)
C (-6.0180, 9.9224, 6.7187)
N (-6.8672, 8.7690, 6.1418)
C (-8.3416, 9.0677, 6.5715)
C (-9.0561, 10.0082, 5.5408)
C (-8.8329, 9.6734, 4.0319)
C (-7.3886, 9.5345, 3.7281)
C (-6.6898, 8.4232, 4.6150)
C (-6.4774, 7.5064, 6.8690)
H (-4.2123, 12.0102, 6.7375)
H (-2.6925, 11.0554, 6.4157)
H (-3.3829, 11.2126, 7.9606)
H (-3.9528, 9.0192, 6.9897)
H (-4.3121, 9.6718, 5.4978)
H (-6.3964, 10.8018, 6.1975)
H (-6.2631, 10.0991, 7.7660)
H (-8.4007, 9.3953, 7.6094)
H (-8.9067, 8.1357, 6.5784)
H (-8.8283, 11.0532, 5.7512)
H (-10.1233, 10.0229, 5.7619)
H (-9.3356, 10.3996, 3.3932)
H (-9.4312, 8.7752, 3.8783)
H (-6.9114, 10.4810, 3.9822)
H (-7.2775, 9.3393, 2.6615)
H (-5.6163, 8.4650, 4.4307)
H (-7.1150, 7.4404, 4.4116)
H (-6.5693, 7.6027, 7.9509)
H (-5.4274, 7.3364, 6.6310)
H (-7.0222, 6.6694, 6.4323)
C (4.2532, 5.7429, 2.9960)
C (2.9197, 5.0256, 2.8954)
C (1.8219, 6.0989, 3.2303)
N (0.3898, 5.5438, 3.5274)
C (0.0792, 4.7596, 2.2497)
C (-1.3512, 4.3570, 2.2046)
C (-2.3472, 5.6056, 2.5084)
C (-1.9881, 6.4305, 3.8136)
C (-0.5230, 6.7863, 3.8723)
C (0.5062, 4.5719, 4.8060)
H (4.3002, 6.5158, 2.2288)
H (5.1024, 5.1130, 2.7308)
H (4.4511, 6.0329, 4.0279)
H (2.9109, 4.2420, 3.6531)
H (2.8566, 4.6106, 1.8895)
H (1.8045, 6.9022, 2.4938)
H (2.0798, 6.6849, 4.1125)
H (0.3268, 5.4594, 1.4515)
H (0.7546, 3.9199, 2.0864)
H (-1.5718, 3.8343, 1.2739)
H (-1.5093, 3.6666, 3.0331)
H (-2.1260, 6.2764, 1.6782)
H (-3.4168, 5.4148, 2.4211)
H (-2.4411, 7.4189, 3.7375)
H (-2.2664, 5.8864, 4.7162)
H (-0.3892, 7.5330, 3.0896)
H (-0.2514, 7.2429, 4.8241)
H (0.7152, 5.2142, 5.6615)
H (1.1920, 3.7946, 4.4689)
H (-0.4979, 4.1571, 4.8952)
N (7.6398, 7.8083, 9.8420)
S (8.5344, 7.6091, 8.6569)
O (9.2213, 8.7618, 8.1771)
O (8.0479, 6.6048, 7.7298)
F (9.6710, 6.8102, 9.5115)
S (6.6217, 8.9750, 9.1266)
O (6.1822, 8.8366, 7.7205)
O (6.7347, 10.2928, 9.7423)
F (5.2675, 8.5655, 9.9411)
N (-1.0936, 14.9118, 6.8625)
S (-0.1828, 13.8511, 7.4920)
O (1.2343, 14.2836, 7.5356)
O (-0.5045, 12.4497, 7.3584)
F (-0.6710, 14.2243, 8.9796)
S (-1.3102, 14.2608, 5.3580)
O (-2.5662, 13.5887, 5.0247)
O (-0.1195, 13.7475, 4.6504)
F (-1.5298, 15.6685, 4.5806)
N (1.5614, 8.6137, 5.8122)
S (2.4736, 7.7265, 6.9522)
O (1.8406, 6.5473, 7.4986)
O (3.3579, 8.5076, 7.8047)
F (3.4954, 7.0785, 5.9734)
S (0.9912, 9.4688, 6.7764)
O (1.6639, 10.6742, 7.1414)
O (0.1678, 8.9072, 7.8724)
F (-0.1517, 10.0582, 5.7826)

Values from the calculation:
Total charge: +1
LUMO level, Eh: -0.112
ΔE to the lowest compared entry with this formula, charge and spin, kJ/mol: 259.5
E, Eh: -5693.53788
2S+1: 1
Maximum force, eV Å⁻¹: 16.05

# 3
Here is a 6-piece molecular cluster, C36H80N4O6 overall from the OMol25 dataset. Energies are from ωB97M-V/def2-TZVPD.

Geometry (Å):
C (3.1560, 1.2144, 5.0926)
C (4.4658, 1.8730, 5.6816)
C (4.5349, 3.2259, 4.9307)
C (5.6223, 4.1596, 5.4545)
C (5.2845, 4.4047, 7.0143)
C (5.0735, 3.1152, 7.8659)
N (4.2525, 2.1001, 7.0893)
O (3.8487, 1.0028, 7.8049)
C (6.5161, 2.4910, 8.0393)
C (4.3421, 3.5096, 9.2343)
C (5.6485, 0.9619, 5.3963)
H (3.1382, 1.0185, 4.0205)
H (2.2522, 1.7315, 5.4151)
H (2.9113, 0.2999, 5.6328)
H (4.9250, 3.1879, 3.9137)
H (3.5893, 3.7679, 4.9160)
H (5.7929, 5.0652, 4.8723)
H (6.5735, 3.6291, 5.4107)
H (4.4072, 5.0379, 7.1471)
H (6.1105, 5.0226, 7.3663)
H (7.1916, 2.6909, 7.2076)
H (6.9454, 2.9192, 8.9451)
H (6.4514, 1.4159, 8.2067)
H (3.2582, 3.4948, 9.1203)
H (4.7448, 2.9676, 10.0899)
H (4.6649, 4.5395, 9.3870)
H (5.7958, 0.7000, 4.3486)
H (5.3773, -0.0501, 5.6971)
H (6.6219, 1.2048, 5.8225)
H (2.8907, 1.0201, 7.7443)
C (-4.0273, -3.3765, -4.9369)
C (-3.3677, -2.2049, -5.7373)
C (-2.0149, -2.6151, -6.3294)
C (-2.0586, -3.6398, -7.4863)
C (-2.8494, -3.0619, -8.5700)
C (-4.2853, -2.5570, -8.1045)
N (-4.3154, -1.7647, -6.8372)
O (-5.5389, -1.4191, -6.4086)
C (-4.8379, -1.6363, -9.2521)
C (-5.2849, -3.7933, -8.0988)
C (-3.1933, -1.0708, -4.7296)
H (-3.2821, -3.6432, -4.1875)
H (-4.2481, -4.2974, -5.4765)
H (-4.8330, -2.9855, -4.3155)
H (-1.5403, -1.7039, -6.6936)
H (-1.3777, -2.9450, -5.5089)
H (-2.5173, -4.6111, -7.3007)
H (-1.0273, -3.8163, -7.7917)
H (-2.9608, -3.9452, -9.1989)
H (-2.3523, -2.1971, -9.0095)
H (-5.9204, -1.7098, -9.3571)
H (-4.5958, -0.5841, -9.1023)
H (-4.3570, -1.9356, -10.1834)
H (-6.2841, -3.5366, -7.7472)
H (-5.3323, -4.1541, -9.1263)
H (-4.8532, -4.6118, -7.5228)
H (-4.0740, -0.7026, -4.2034)
H (-2.7276, -0.2066, -5.2033)
H (-2.4068, -1.2023, -3.9864)
H (-6.0373, -2.2341, -6.3134)
C (-3.9539, 5.6781, 4.0235)
C (-4.9389, 5.3002, 2.9127)
C (-6.2188, 4.9763, 3.6460)
C (-7.0623, 6.1591, 4.2229)
C (-7.2593, 7.1611, 3.1430)
C (-6.0009, 7.5368, 2.2789)
N (-5.2123, 6.3719, 1.8701)
O (-4.0825, 6.5738, 0.9899)
C (-6.6032, 8.0845, 1.0073)
C (-5.1635, 8.6811, 2.9603)
C (-4.5550, 4.0645, 2.1624)
H (-3.1734, 6.2915, 3.5732)
H (-3.4548, 4.8162, 4.4663)
H (-4.5030, 6.3144, 4.7175)
H (-6.8449, 4.5752, 2.8491)
H (-6.0590, 4.2983, 4.4843)
H (-6.5428, 6.5187, 5.1112)
H (-7.9938, 5.9183, 4.7351)
H (-7.7072, 8.0566, 3.5738)
H (-7.9473, 6.6349, 2.4813)
H (-7.1396, 7.2590, 0.5392)
H (-7.1857, 8.9874, 1.1902)
H (-5.9017, 8.3525, 0.2172)
H (-4.5891, 9.2867, 2.2593)
H (-5.8168, 9.3832, 3.4785)
H (-4.4633, 8.3133, 3.7103)
H (-4.7060, 3.2136, 2.8266)
H (-3.6050, 4.0823, 1.6283)
H (-5.3101, 3.7936, 1.4245)
H (-4.4038, 6.5860, 0.0854)
C (4.6175, -9.3711, -2.2826)
C (3.4955, -8.2738, -2.1715)
C (2.8960, -8.2632, -0.6639)
C (3.8541, -7.7123, 0.3570)
C (4.1065, -6.2650, -0.0474)
C (4.6795, -6.0674, -1.5101)
N (4.0690, -6.9449, -2.4884)
O (4.6101, -6.7941, -3.7578)
C (4.3773, -4.5546, -1.9375)
C (6.2639, -6.2757, -1.3868)
C (2.3841, -8.6071, -3.1486)
H (4.9349, -9.4315, -3.3236)
H (4.1645, -10.3270, -2.0195)
H (5.4598, -9.1114, -1.6414)
H (2.0210, -7.6147, -0.6215)
H (2.8031, -9.2795, -0.2810)
H (4.8158, -8.2252, 0.3622)
H (3.3855, -7.7159, 1.3411)
H (4.8337, -5.8024, 0.6198)
H (3.2251, -5.6407, 0.0991)
H (4.3849, -3.7503, -1.2018)
H (5.0655, -4.2816, -2.7375)
H (3.3282, -4.4046, -2.1922)
H (6.6574, -7.2605, -1.1351)
H (6.7454, -5.9967, -2.3241)
H (6.6756, -5.7924, -0.5008)
H (2.7423, -8.5614, -4.1770)
H (1.4844, -8.0240, -2.9522)
H (2.0714, -9.6496, -3.0900)
H (3.8739, -6.4817, -4.2888)
O (2.1148, 2.6105, -2.1065)
H (1.8349, 3.2231, -2.7867)
H (1.7157, 2.9450, -1.3033)
O (1.4034, 4.7187, -5.5735)
H (1.0634, 5.3725, -6.1844)
H (2.3546, 4.7817, -5.6594)

Values from the calculation:
LUMO level, Eh: 0.019
ΔE to the lowest compared entry with this formula, charge and spin, kJ/mol: 481.8
E, Eh: -2089.79131
2S+1: 1
Maximum force, eV Å⁻¹: 4.80

Which of these has the lowest LUMO level? C36H80F6N7O12S6